Model w:
The following is a DFT calculation (ωB97M-V with the def2-TZVPD basis set) of a cluster of 2 separate species, C4H13N2O in total.

Structure (ORCA input):
```
! RIJCOSX wB97M-V def2-TZVPD def2/J DEFGRID3
* xyz 1 1
C -1.6155 -0.1508 -0.2316
C -0.9013 1.1089 -0.6643
C 0.5735 1.0909 -0.3843
C 1.0519 1.3245 0.8347
N 1.3576 0.7909 -1.4926
N -0.7175 -1.3235 -0.4785
H -1.9309 -0.1547 0.7788
H -2.4956 -0.2994 -0.8358
H -1.0154 1.2904 -1.7316
H -1.3856 2.0065 -0.3235
H 2.0797 1.3688 1.1698
H 0.3612 1.4857 1.6588
H 2.3499 0.6922 -1.3341
H 1.2127 1.2602 -2.3739
H -0.0845 -1.4655 0.3523
H -1.2519 -2.1780 -0.5257
H -0.1252 -1.2203 -1.3055
H -0.2255 -2.5534 2.4803
H 1.0487 -1.6477 2.4934
O 0.2337 -1.8511 2.0155
*
```

Properties
- E_HOMO (eV) = -12.249

Model x:
The following is a DFT calculation (ωB97M-V with the def2-TZVPD basis set) of a cluster of 2 separate species, C4H13N2O in total.

Structure (ORCA input):
```
! RIJCOSX wB97M-V def2-TZVPD def2/J DEFGRID3
* xyz 1 1
C 0.2264 -0.6725 1.3108
C 0.6605 0.8201 1.3321
C -0.0762 1.6407 0.2990
C -1.3923 1.8652 0.4271
N 0.6690 2.0693 -0.7479
N -0.4766 -1.0447 0.0072
H 1.0792 -1.3324 1.4105
H -0.4700 -0.8920 2.1046
H 1.7216 0.9046 1.1611
H 0.4114 1.1961 2.3082
H -1.9059 1.6103 1.3475
H -1.9760 2.4158 -0.2870
H 1.2967 -3.2318 -2.3510
H 1.5658 1.6546 -0.9375
H 0.2638 2.4447 -1.5869
H -1.0346 -0.1912 -0.2392
H 0.1678 -1.5402 -0.6186
H -1.0919 -1.8357 0.1964
H -0.0895 -3.0931 -2.9387
O 0.4506 -2.7880 -2.1978
*
```

Properties
- E_HOMO (eV) = -12.209

Pick model w: it beats the second-best structure by 4.6 kcal/mol.

Model w:
The following is a DFT calculation (ωB97M-V with the def2-TZVPD basis set) of the ion C2H4NS with charge +1.

Structure (ORCA input):
```
! RIJCOSX wB97M-V def2-TZVPD def2/J DEFGRID3
* xyz 1 1
N -0.5374 0.0209 0.5595
C 0.2514 -0.7814 -0.3083
S 1.9251 0.0663 0.0581
C 0.3355 0.8866 -0.3208
H -1.5594 -0.0752 0.3893
H -0.2759 -0.1662 1.6158
H -0.1088 -1.5903 -0.8863
H -0.0305 1.6393 -1.1072
*
```

Properties
- structure (SMILES) = [NH2+]1[C@@H]2S[C@H]12
- E_HOMO (eV) = -14.337

Model x:
The following is a DFT calculation (ωB97M-V with the def2-TZVPD basis set) of the ion C2H4NS with charge +1.

Structure (ORCA input):
```
! RIJCOSX wB97M-V def2-TZVPD def2/J DEFGRID3
* xyz 1 1
N -0.5524 0.9728 0.0038
C 0.2666 -0.1037 -0.0081
C 1.8677 -0.6749 0.0142
S 3.1538 0.2725 -0.0039
H -1.5567 0.8401 -0.0388
H -0.1851 1.9201 0.0622
H -0.3174 -1.0229 -0.0585
H 1.8207 -1.7506 0.0345
*
```

Properties
- structure (SMILES) = [NH2+]=CC=S
- E_HOMO (eV) = -14.275

Pick model x: it beats the second-best structure by 34.8 kcal/mol.

Model w:
The following is a DFT calculation (ωB97M-V with the def2-TZVPD basis set) of the ion C5H10N3S with charge +1.

Structure (ORCA input):
```
! RIJCOSX wB97M-V def2-TZVPD def2/J DEFGRID3
* xyz 1 1
C -0.4700 2.5517 -0.1028
N -0.3626 1.1822 -0.5522
N -0.5129 1.0159 -1.8983
C -0.3865 -0.2463 -2.0811
N -0.1423 -0.8817 -0.9432
C 0.1337 -2.2866 -0.5884
C -0.1407 0.0505 0.0351
C -0.0146 -0.0538 1.5985
S 1.8577 -0.2688 1.7735
H 0.3368 2.9655 0.3766
H -0.4878 3.2369 -0.9313
H -1.1955 2.5622 0.6013
H -0.4610 -0.8363 -2.9836
H -0.2703 -2.5454 0.3163
H -0.2134 -3.0964 -1.2477
H 1.3170 -2.4347 -0.4978
H -0.3280 0.8187 2.1167
H -0.5265 -0.7783 2.0717
H 1.8670 -0.9551 2.9368
*
```

Properties
- structure (SMILES) = Cn1nc[n+](C)c1CS
- E_HOMO (eV) = -13.448

Model x:
The following is a DFT calculation (ωB97M-V with the def2-TZVPD basis set) of the ion C5H10N3S with charge +1.

Structure (ORCA input):
```
! RIJCOSX wB97M-V def2-TZVPD def2/J DEFGRID3
* xyz 1 1
C -0.9549 -1.4521 -0.6591
C -0.2985 -0.2456 -0.0638
C 1.2199 -0.2060 0.2827
N 1.6658 -1.2727 0.8847
N 1.8711 0.9040 0.0078
N -0.5688 1.0118 -0.7669
C -1.2448 1.9628 0.1389
C -1.4615 1.5532 1.3731
S -0.9723 -0.0473 1.7046
H -0.8663 -1.6623 -1.7678
H -0.6815 -2.3874 -0.0364
H -2.0948 -1.3299 -0.5572
H 2.6566 -1.4162 1.3474
H 0.9532 -1.7975 1.2176
H 1.4299 1.7534 -0.3700
H 2.8489 1.2023 0.4468
H -1.0393 0.8758 -1.7643
H -1.2296 3.0106 -0.1590
H -1.7328 2.1816 2.1945
*
```

Properties
- structure (SMILES) = C[C@@]1(C(N)=[NH2+])NC=CS1
- E_HOMO (eV) = -11.847

Pick model x: it beats the second-best structure by 11.5 kcal/mol.

Model w:
The following is a DFT calculation (ωB97M-V with the def2-TZVPD basis set) of the molecule F2HPS.

Structure (ORCA input):
```
! RIJCOSX wB97M-V def2-TZVPD def2/J DEFGRID3
* xyz 0 1
F -0.8491 -1.8211 0.9496
P 0.5415 -1.2146 0.3495
F 1.1865 -0.6958 1.7393
S 1.5342 -2.4234 -0.7339
H -0.1149 0.0266 -0.1998
*
```

Properties
- structure (SMILES) = F[PH](F)=S
- E_HOMO (eV) = -10.449

Model x:
The following is a DFT calculation (ωB97M-V with the def2-TZVPD basis set) of the molecule F2HPS.

Structure (ORCA input):
```
! RIJCOSX wB97M-V def2-TZVPD def2/J DEFGRID3
* xyz 0 1
F -1.1870 0.2562 -1.6449
P 0.1029 -0.4115 -0.9071
F -0.3893 -1.9032 -0.6046
S 2.0444 -0.7066 -2.5279
H -0.2077 0.0203 0.3131
*
```

Properties
- structure (SMILES) = F[PH](F)=S
- E_HOMO (eV) = -9.298

Pick model w: it beats the second-best structure by 65.4 kcal/mol.